Record 1
Here is a cluster of 2 separate species, C3H8NO3 in total at a distorted geometry from the Open Molecules 2025 dataset. Energies are from ωB97M-V/def2-TZVPD.

Structure (ORCA input):
```
! RIJCOSX wB97M-V def2-TZVPD def2/J DEFGRID3
* xyz -1 1
O -0.609 -2.444 -2.962
O -0.818 1.757 1.769
O 1.136 1.934 0.787
N 0.761 -0.436 -0.950
C -0.317 -1.104 1.142
C -0.301 0.034 0.144
C 0.071 1.386 1.010
H 0.605 -0.954 1.664
H -0.401 -2.100 0.718
H -1.190 -1.077 1.776
H 1.070 0.279 -1.507
H -0.420 -1.810 -2.250
H -1.173 0.224 -0.414
H 1.534 -0.871 -0.563
H 0.262 -2.514 -3.289
*
```

For the max |F|, the calculation gives 4.68 eV/Å. The value obtained for the energy relative to the best compared isomer or geometry (same formula, charge and spin) is 112.6 kJ/mol. The calculation puts the HOMO-LUMO gap at 7.9 eV.

Atom charges from the natural (NBO) analysis, given in e for atoms 1 to 4: number 1, O, carries -0.970; number 2, O, carries -0.780; number 3, O, carries -0.773; number 4, N, carries -0.895


Record 2
Here is a cluster of 3 separate species, C4H9NO in total from the Open Molecules 2025 dataset. Energies are from ωB97M-V/def2-TZVPD.

Structure (ORCA input):
```
! RIJCOSX wB97M-V def2-TZVPD def2/J DEFGRID3
* xyz 0 1
O -2.047 -0.999 0.161
N -0.017 -0.024 -0.275
C 1.292 0.053 -0.395
C -2.715 0.159 -0.350
C -0.731 -0.992 0.137
C 2.102 0.886 0.555
H -2.441 0.316 -1.398
H 2.077 1.946 0.268
H 1.460 -1.644 0.206
H 1.702 0.797 1.569
H 1.712 -0.129 -1.387
H 3.147 0.563 0.548
H -3.785 -0.033 -0.259
H -2.431 1.040 0.234
H 0.675 -1.938 0.387
*
```

For the max |F|, the calculation gives 0.31 eV/Å. The value obtained for the energy relative to the best compared isomer or geometry (same formula, charge and spin) is 481.9 kJ/mol. The calculation puts the HOMO-LUMO gap at 9.4 eV.

Atom charges from the natural (NBO) analysis, given in e for atoms 1 to 4: number 1, O, carries -0.493; number 2, N, carries -0.534; number 3, C, carries 0.111; number 4, C, carries -0.264


Record 3
Here is a structure of composition C27H39N4ORu from the Open Molecules 2025 dataset. Energies are from ωB97M-V/def2-TZVPD.

Structure (ORCA input):
```
! RIJCOSX wB97M-V def2-TZVPD def2/J DEFGRID3
* xyz 1 5
Ru -0.035 -0.394 0.657
O 1.670 -1.479 2.790
N -1.853 -0.505 -0.492
N 0.445 0.703 -1.150
N -0.959 1.041 2.159
N -1.542 2.105 3.969
C 3.797 2.246 -1.053
C -4.821 -2.695 0.188
C 3.531 1.164 -3.168
C -2.450 -3.012 0.885
C -1.987 1.910 1.845
C 3.093 2.073 1.816
C 2.024 2.126 0.729
C -0.604 0.997 -1.861
C 2.651 -2.321 3.470
C 2.546 1.802 -0.657
C 0.876 0.322 -4.934
C 2.270 0.681 -2.810
C -3.544 -1.975 0.639
C 2.088 -2.675 0.770
C -3.828 -1.223 1.948
C 1.386 -1.611 1.532
C -0.718 1.181 3.444
C 0.841 -1.474 -3.148
C 1.761 1.081 -1.568
C 1.263 3.450 0.748
C -3.106 0.506 -2.102
C 1.644 -0.326 -3.777
C 4.281 1.957 -2.322
C -3.911 -0.389 -1.399
C -2.358 2.580 2.965
C -1.842 0.424 -1.523
C -3.108 -0.988 -0.416
H -4.592 -0.458 1.799
H 0.868 3.664 1.745
H 3.687 1.159 1.754
H 3.644 -2.114 3.082
H 2.590 -2.035 4.513
H -3.386 1.127 -2.941
H 2.624 2.118 2.803
H -0.510 1.648 -2.725
H 2.393 -3.368 3.348
H 3.778 2.921 1.749
H 1.294 1.352 0.995
H 5.256 2.313 -2.629
H -2.220 -3.572 -0.024
H 4.407 2.821 -0.366
H 1.474 1.088 -5.429
H 0.430 3.439 0.043
H -1.525 -2.549 1.240
H -4.684 -3.180 -0.781
H 0.923 -2.360 -3.781
H 0.605 -0.431 -5.678
H -4.953 -0.596 -1.580
H -4.185 -1.921 2.710
H -5.088 -3.461 0.918
H 1.931 4.267 0.463
H -0.050 0.787 -4.594
H -2.924 -0.733 2.326
H -3.112 3.327 3.138
H 0.023 0.642 4.012
H -2.774 -3.717 1.654
H -2.391 1.971 0.847
H -1.563 2.392 4.934
H 1.678 -3.644 1.082
H 3.940 0.871 -4.129
H 1.901 -2.561 -0.294
H 1.215 -1.740 -2.157
H 3.164 -2.693 0.952
H -5.665 -2.006 0.109
H 2.516 -0.797 -4.234
H -0.222 -1.251 -3.050
*
```

For the max |F|, the calculation gives 0.59 eV/Å. The value obtained for the energy relative to the best compared isomer or geometry (same formula, charge and spin) is 4.7 kJ/mol. The calculation puts the HOMO-LUMO gap (alpha / beta) at 7.5 / 6.4 eV.

Atom charges from the Löwdin analysis, given in e for atoms 1 to 4: number 1, Ru, carries 1.317; number 2, O, carries -0.126; number 3, N, carries -0.024; number 4, N, carries -0.054


Record 4
Here is a structure of composition C14H25BN6SiV at a distorted geometry from the Open Molecules 2025 dataset. Energies are from ωB97M-V/def2-TZVPD.

Structure (ORCA input):
```
! RIJCOSX wB97M-V def2-TZVPD def2/J DEFGRID3
* xyz 0 4
V -0.821 0.596 -0.814
Si 2.795 0.864 -0.845
N -1.872 1.222 0.584
N -2.200 0.405 1.678
N 0.542 -1.274 1.614
N -0.963 -1.102 -0.780
N -1.993 -1.515 0.133
N -0.622 -1.537 2.258
C -2.329 2.487 0.872
C -2.835 1.153 2.598
C -2.760 -2.413 -0.481
C 1.038 -2.603 3.285
C 2.914 -0.652 -1.937
C 3.816 0.531 0.698
C 1.012 1.329 -0.434
C -0.332 -2.351 3.295
C -1.077 -1.947 -1.879
C 1.566 -1.908 2.202
C -2.227 -2.704 -1.734
C -1.822 1.390 -2.280
C -2.935 2.466 2.126
C 3.616 2.318 -1.715
B -1.995 -1.125 1.640
H 0.692 2.181 -1.090
H -3.168 0.687 3.512
H -2.623 -3.431 -2.431
H 2.285 -0.546 -2.831
H 0.952 1.727 0.599
H -1.127 -2.678 3.952
H -0.314 -1.936 -2.643
H 4.779 0.089 0.402
H -3.609 -2.827 0.049
H 2.614 -1.559 -1.393
H -2.234 0.599 -2.924
H 3.765 3.148 -1.009
H -1.009 1.939 -2.790
H 1.577 -3.238 3.966
H 0.611 -0.583 0.858
H -2.864 -1.697 2.241
H 3.329 -0.151 1.406
H 2.997 2.674 -2.551
H -2.240 3.285 0.147
H -3.402 3.294 2.627
H 4.028 1.477 1.216
H -2.605 2.084 -1.945
H 4.598 2.021 -2.109
H 2.561 -1.888 1.773
H 3.963 -0.767 -2.257
*
```

For the max |F|, the calculation gives 5.95 eV/Å. The value obtained for the energy relative to the best compared isomer or geometry (same formula, charge and spin) is 28.8 kJ/mol. The calculation puts the HOMO-LUMO gap (alpha / beta) at 5.0 / 8.6 eV.

Atom charges from the natural (NBO) analysis, given in e for atoms 1 to 4: number 1, V, carries 1.187; number 2, Si, carries 1.646; number 3, N, carries -0.334; number 4, N, carries -0.331


Record 5
Here is a structure of composition CH5ClMoO4 at a distorted geometry from the Open Molecules 2025 dataset. Energies are from ωB97M-V/def2-TZVPD.

Structure (ORCA input):
```
! RIJCOSX wB97M-V def2-TZVPD def2/J DEFGRID3
* xyz 2 3
Mo -0.942 0.732 0.680
Cl 0.747 -0.899 3.839
O -0.592 -0.671 1.631
O -0.103 2.141 1.203
O -0.398 -1.356 4.663
O 1.665 -1.888 3.232
C -0.506 0.434 -1.538
H 1.135 0.163 -4.029
H 0.358 0.174 -4.116
H -1.395 0.796 -2.072
H 0.385 1.014 -1.799
H -0.356 -0.641 -1.695
*
```

For the max |F|, the calculation gives 4.85 eV/Å. The value obtained for the energy relative to the best compared isomer or geometry (same formula, charge and spin) is 68.2 kJ/mol. The calculation puts the HOMO-LUMO gap (alpha / beta) at 7.2 / 3.9 eV.

Atom charges from the Löwdin analysis, given in e for atoms 1 to 4: number 1, Mo, carries 1.806; number 2, Cl, carries 1.285; number 3, O, carries -0.488; number 4, O, carries -0.324


Record 6
Here is a cluster of 2 separate species, C9H14O in total at a distorted geometry from the Open Molecules 2025 dataset. Energies are from ωB97M-V/def2-TZVPD.

Structure (ORCA input):
```
! RIJCOSX wB97M-V def2-TZVPD def2/J DEFGRID3
* xyz -1 2
O 0.591 3.015 -0.971
C -1.425 0.380 0.584
C 0.340 0.799 -1.658
C -0.874 1.704 0.344
C -1.161 -0.598 -0.343
C 0.000 1.804 -0.660
C -1.844 -1.938 -0.260
C 2.184 -2.304 2.374
C 1.690 -1.471 1.170
C -0.350 -0.342 -1.414
H 2.983 -2.991 2.036
H -2.715 -2.148 -0.951
H -1.898 0.179 1.513
H 2.739 -1.849 3.204
H -2.116 -2.055 0.885
H 1.125 0.940 -2.398
H 0.368 3.782 -0.531
H -0.308 -1.082 -2.137
H 2.038 -0.454 0.984
H 0.597 -1.737 1.017
H 1.276 -2.784 2.707
H -1.150 2.634 0.965
H -1.176 -2.723 -0.684
H 2.152 -2.035 0.336
*
```

For the max |F|, the calculation gives 3.44 eV/Å. The value obtained for the energy relative to the best compared isomer or geometry (same formula, charge and spin) is 169.6 kJ/mol. The calculation puts the HOMO-LUMO gap (alpha / beta) at 3.0 / 6.9 eV.

Atom charges from the natural (NBO) analysis, given in e for atoms 1 to 4: number 1, O, carries -0.737; number 2, C, carries -0.401; number 3, C, carries -0.468; number 4, C, carries -0.375